Density functional theory data (ωB97M-V/def2-TZVPD) for a molecular structure, C26H21Cl2F6NO4PdSbTe.

Geometry (Å):
1 Pd 0.452463 -0.291267 -0.202790
2 Cl -0.147472 2.794678 3.642807
3 C 1.194929 2.705012 2.601640
4 C 2.193821 3.653979 2.599307
5 C 3.277961 3.525017 1.731130
6 Cl 4.483133 4.707429 1.755133
7 C 3.388887 2.414031 0.813803
8 C 4.444001 2.222601 -0.097435
9 C 4.425831 1.127586 -0.926692
10 C 3.342886 0.245851 -0.879875
11 N 2.345127 0.420234 -0.028235
12 C 2.363309 1.478866 0.814583
13 C 1.233358 1.583534 1.714123
14 O 0.353569 0.693492 1.718713
15 H 2.140202 4.502513 3.266969
16 H 5.255387 2.936124 -0.142888
17 H 5.220634 0.949589 -1.635741
18 H 3.274291 -0.605393 -1.539609
19 C 1.270322 -2.852956 -6.212579
20 O -0.127443 -2.817717 -5.872186
21 C -0.464410 -2.600300 -4.622658
22 C -1.886889 -2.501292 -4.422600
23 C -2.436309 -2.185733 -3.196900
24 C -1.615109 -1.952154 -2.111350
25 C -2.179501 -1.444458 -0.866906
26 C -3.625384 -1.643372 -0.562994
27 O -1.492862 -0.786432 -0.060293
28 C -0.145421 -2.162910 -2.269967
29 O 0.610963 -2.104211 -1.275575
30 C 0.382344 -2.479328 -3.556317
31 H 1.304498 -2.959018 -7.290219
32 H 1.748973 -3.709036 -5.736096
33 H 1.746864 -1.919794 -5.909911
34 H -2.521854 -2.666080 -5.285547
35 H -3.508234 -2.080758 -3.121552
36 H -4.229219 -1.075252 -1.275467
37 H -3.843261 -1.275915 0.433732
38 H -3.899812 -2.695476 -0.653176
39 H 1.451961 -2.595430 -3.634852
40 C -0.667317 -1.016051 4.162170
41 Te -2.168127 -0.235382 2.881935
42 C -3.517358 -1.260937 4.164384
43 C -2.756027 -1.536087 5.436568
44 C -3.417126 -1.916061 6.599745
45 C -2.694133 -2.175646 7.752407
46 C -1.310869 -2.053984 7.750510
47 C -0.648123 -1.673439 6.595373
48 C -1.369678 -1.416152 5.433994
49 H 0.103711 -0.261070 4.302386
50 H -0.223396 -1.865284 3.636997
51 H -3.813699 -2.178974 3.651210
52 H -4.410875 -0.655720 4.309984
53 H -4.496263 -2.003371 6.605550
54 H -3.211093 -2.465385 8.657048
55 H -0.749012 -2.247173 8.654206
56 H 0.430381 -1.574360 6.597495
57 F 0.258953 2.084256 -1.102360
58 Sb 0.181470 1.779493 -3.014821
59 F 1.358852 0.284519 -2.691991
60 F 1.692968 2.861787 -3.194644
61 F 0.074762 1.218482 -4.793722
62 F -1.037704 3.162673 -3.225694
63 F -1.212044 0.538333 -2.549255

Force components x, y, z for each atom (eV/Å):
Pd 0.141 -0.659 1.306
Cl 0.092 0.220 0.106
C -0.053 -0.071 0.077
C 0.055 -0.076 -0.118
C -0.080 -0.058 0.012
Cl 0.027 0.009 -0.013
C 0.080 0.102 0.046
C 0.009 -0.009 -0.012
C -0.036 0.026 0.079
C 0.053 -0.056 0.131
N -0.308 -0.036 -0.468
C 0.000 0.018 0.008
C 0.506 0.440 0.153
O -0.495 -0.236 -0.782
H 0.009 0.006 0.002
H 0.006 -0.009 0.001
H 0.003 0.002 0.000
H -0.029 0.008 -0.033
C 0.031 -0.005 -0.004
O -0.019 0.015 -0.023
C 0.147 -0.003 0.047
C -0.218 0.074 0.140
C -0.070 -0.093 -0.334
C 0.130 0.046 0.349
C -0.061 -0.323 -0.229
C 0.016 0.050 -0.079
O 0.093 0.221 0.041
C 0.029 -0.001 -0.384
O 0.299 0.434 -0.037
C -0.130 -0.120 0.106
H -0.009 -0.005 0.000
H -0.014 0.006 0.007
H -0.021 -0.004 -0.001
H 0.033 -0.001 0.007
H -0.003 0.001 0.013
H -0.005 0.024 0.055
H -0.028 0.002 0.021
H 0.005 0.019 -0.027
H -0.004 0.026 0.007
C 0.023 -0.044 -0.070
Te -0.118 -0.043 0.072
C -0.010 -0.073 -0.100
C 0.034 0.005 0.041
C 0.017 -0.004 -0.008
C -0.025 -0.003 -0.007
C 0.023 0.010 -0.002
C -0.009 -0.021 -0.020
C -0.033 0.009 0.047
H -0.031 0.037 -0.001
H 0.054 -0.022 0.025
H -0.052 -0.036 0.037
H 0.010 0.043 0.010
H -0.005 0.001 -0.001
H 0.000 0.004 -0.005
H -0.001 -0.002 -0.007
H 0.000 0.002 -0.001
F 0.018 0.002 -0.061
Sb -0.018 0.102 0.082
F -0.046 -0.004 -0.019
F 0.013 -0.019 -0.073
F 0.034 0.014 -0.040
F -0.031 0.011 0.018
F -0.028 0.047 -0.085

Calculated values
Net charge: +2
HOMO-LUMO gap (alpha / beta) (eV): 2.9 / 2.9
E_tot (Eh): -3514.24840
2S+1: 2
HOMO (alpha / beta) (eV): -13.16 / -13.15
ΔE to the lowest compared entry with this formula, charge and spin (kcal/mol): 47.6
<S²>: 0.778

Löwdin population analysis, charges in e, atoms 1 to 6: 1.116 0.821 -0.534 -0.069 -0.547 0.877